94
Properties=species:S:1:pos:R:3:forces:R:3:mulliken_charge:R:1 method="wB97M-V/def2-TZVPD" e_homo_ev=-7.32 e_tot_ha=-3535.23391 lumo_energy_ev=0.19 gap_ev=7.510
Cs -0.2978 -0.3464 -0.0372 0.027 0.119 0.514 1.43
S -2.0636 -3.1617 4.3120 -0.056 -0.093 0.204 -0.19
S -0.5039 2.7334 3.1429 -0.010 -0.136 -0.203 -0.03
S 2.4571 -0.7154 -2.1569 -0.312 0.132 0.381 0.60
O -0.5815 -2.4745 -2.2483 -0.044 0.010 -0.161 -0.48
N -5.3383 -0.4586 0.2795 0.303 0.370 0.018 -0.82
N -1.2137 2.3224 1.6345 0.230 0.239 0.090 -0.02
N 1.6856 -0.4170 2.7031 0.031 -0.032 0.165 -0.03
N -5.8242 1.7683 1.2638 -0.021 0.075 0.045 -0.69
N 2.0425 0.5442 -1.2855 0.866 0.012 -0.676 -0.43
N -1.9853 4.5520 1.4005 -0.067 -0.008 -0.032 -0.17
N 2.2222 -1.2403 4.7119 0.007 0.088 -0.138 0.05
N -3.0119 -1.1165 -0.2067 -0.425 -0.078 -0.165 -0.31
N -1.3892 2.4596 -1.2647 -0.139 -0.059 -0.038 -0.42
N -0.7662 -1.7787 2.6160 -0.340 -0.267 0.228 0.25
C -2.5518 -1.8308 -3.3948 0.018 -0.063 -0.130 -1.24
C -4.0877 -0.7272 0.0291 -0.248 -0.466 0.094 0.25
C -2.3657 -5.4901 -0.0141 0.018 -0.006 0.022 -0.71
C -4.1091 2.5711 -1.8884 0.061 0.012 0.069 -0.52
C -3.0647 5.8249 3.1757 -0.016 0.000 0.115 -0.72
C -2.2892 2.9158 -0.3938 0.060 -0.014 0.152 0.66
C 2.6969 0.9538 -5.8361 -0.029 -0.012 -0.037 -0.79
C -3.2626 6.0521 4.5298 -0.009 0.010 0.043 -0.60
C 1.3558 -1.1575 -4.6100 -0.058 -0.014 -0.009 -0.31
C -1.7692 3.2562 0.9696 -0.120 -0.252 -0.034 -0.04
C -1.8392 4.1947 5.0578 0.015 -0.035 -0.049 -0.57
C -1.7656 -2.6898 -2.4458 0.141 -0.047 0.273 0.57
C 1.7940 0.1801 -6.5603 0.031 0.042 -0.026 -0.41
C 4.9235 -0.4220 -1.0297 0.020 -0.026 -0.006 -0.32
C 3.7563 0.9663 2.4179 0.014 -0.009 0.061 -0.66
C 4.8823 -1.7178 -3.0654 -0.008 0.017 0.007 -0.51
C 1.1297 -0.8702 -5.9526 -0.042 -0.064 0.049 -0.63
C -1.5960 3.9897 3.7062 -0.115 0.135 0.209 0.52
C -1.8932 -2.3980 2.7962 0.156 0.172 -0.331 -0.30
C -2.6516 5.2396 5.4728 -0.026 0.043 -0.052 -0.58
C 1.3093 -1.1802 3.6910 -0.204 -0.142 0.037 0.32
C 3.2806 -0.4291 4.3422 0.020 -0.097 0.168 0.56
C 2.2568 -0.3846 -3.8992 0.172 0.156 -0.132 0.46
C 5.3039 0.7788 4.2766 0.045 0.042 -0.040 -0.42
C 4.9474 1.3072 3.0241 0.024 -0.019 0.045 -0.66
C -2.4418 -3.8073 -1.7254 -0.098 0.112 -0.133 0.65
C 4.2319 -0.9487 -2.1068 0.173 0.001 -0.115 0.10
C 2.9314 0.6717 -4.5040 -0.001 -0.038 0.043 -0.25
C -3.1878 2.0947 -2.8055 0.039 -0.031 -0.039 -0.46
C -3.6490 3.0073 -0.6547 0.003 0.034 -0.066 -0.64
C 2.9217 0.0761 3.0905 -0.126 0.050 -0.230 0.43
C 4.4801 -0.0938 4.9608 0.023 0.024 -0.023 -1.22
C 0.0217 -1.8857 3.7293 0.242 0.187 -0.037 -0.46
C -0.5115 -2.6060 4.7568 0.081 0.088 -0.118 -0.55
C 6.9473 -1.4143 -1.8691 -0.010 -0.036 -0.067 -0.45
C -1.7456 -4.4778 -0.7240 -0.065 -0.065 0.002 -0.33
C -4.3753 -5.1772 -1.3007 0.000 0.079 -0.075 -0.83
C -2.2205 4.8053 2.7696 0.067 -0.045 -0.100 0.30
C -5.5538 0.7339 0.8124 -0.258 -0.051 -0.046 0.60
C 6.2879 -0.6568 -0.9164 -0.001 0.035 0.061 -0.48
C -3.6795 -5.8410 -0.3041 0.016 -0.049 0.054 -0.43
C -3.7572 -4.1561 -2.0092 0.003 -0.071 0.108 -0.12
C -1.8467 2.0622 -2.4482 0.037 0.046 -0.034 -0.49
C 6.2417 -1.9450 -2.9436 0.056 -0.011 0.014 -0.63
H 6.8295 -0.2475 -0.0738 0.006 0.004 0.009 0.45
H 4.7653 -0.4840 5.9283 -0.032 -0.027 0.019 0.41
H 3.2149 1.7733 -6.3156 0.012 0.015 -0.003 0.39
H 3.4507 1.3762 1.4648 -0.019 0.009 -0.037 0.55
H -2.5313 5.1113 0.7623 0.036 0.011 0.037 0.32
H -1.3803 3.5384 5.7855 0.025 -0.030 0.003 0.39
H -4.1610 -6.6330 0.2547 -0.009 -0.005 0.008 0.40
H -1.8284 -6.0059 0.7714 -0.001 -0.010 0.002 0.44
H 5.6188 2.0021 2.5372 0.012 0.008 -0.004 0.46
H 2.5423 1.3708 -1.6195 -0.022 0.059 0.053 0.08
H -3.4887 1.7383 -3.7815 -0.045 0.001 0.007 0.44
H -1.8925 -1.0555 -3.7788 -0.033 0.041 -0.008 0.12
H -3.5661 6.4454 2.4438 0.012 -0.013 -0.070 0.32
H -5.1690 2.5820 -2.1037 -0.008 -0.001 -0.022 0.42
H -0.0864 -2.8090 5.7242 -0.032 -0.042 0.059 0.36
H 1.6112 0.4039 -7.6027 0.000 0.000 -0.022 0.40
H -3.4014 -1.3825 -2.8813 0.011 0.022 0.061 0.28
H 2.1235 -1.7710 5.5578 0.066 0.027 0.014 0.19
H 8.0099 -1.5958 -1.7798 0.014 0.001 0.007 0.38
H 4.3936 0.1541 -0.2840 -0.040 0.015 0.009 0.21
H -1.0980 1.6911 -3.1415 -0.001 -0.001 -0.023 0.47
H -2.6605 -2.4179 2.0341 -0.094 -0.055 -0.002 0.34
H -4.3108 -3.6211 -2.7677 -0.021 0.001 -0.020 0.34
H 4.3378 -2.1243 -3.9079 -0.030 -0.008 -0.003 0.39
H -5.4009 -5.4416 -1.5208 -0.003 -0.010 0.010 0.40
H 6.2464 1.0708 4.7206 0.006 0.002 0.007 0.38
H -4.3403 3.3316 0.1119 -0.001 -0.012 -0.008 0.54
H 6.7528 -2.5369 -3.6912 0.017 -0.005 -0.003 0.39
H 0.4274 -1.4708 -6.5151 -0.010 0.001 -0.026 0.42
H -3.9106 6.8583 4.8459 -0.004 0.009 -0.002 0.37
H -2.9315 -2.4279 -4.2267 -0.002 -0.010 -0.012 0.48
H 0.8217 -1.9544 -4.1083 0.006 -0.009 0.010 0.39
H -2.8177 5.4109 6.5271 0.003 -0.009 0.021 0.38
H -0.7267 -4.1890 -0.5060 0.018 0.026 -0.020 0.50
H 3.6385 1.2639 -3.9354 0.011 0.002 0.020 0.38